{
  "formula": "C40H62BCrN2O2P2S2",
  "method": "ωB97M-V/def2-TZVPD",
  "fmax_ev_per_a": 0.41,
  "spin_multiplicity": 5,
  "homo_lumo_gap_ev": [7.2, 7.5],
  "e_tot_ev": -118904.590,
  "s_squared": 6.074,
  "charge": 1,
  "e_lumo_ev": [-1.9869, -1.9670],
  "symbols": ["Cr", "C", "C", "C", "C", "P", "C", "N", "B", "N", "C", "P", "C", "C", "C", "C", "C", "C", "C", "C", "C", "C", "C", "C", "C", "C", "C", "C", "C", "C", "H", "H", "H", "H", "H", "H", "H", "H", "H", "H", "H", "H", "H", "H", "H", "H", "H", "H", "H", "H", "H", "H", "H", "H", "H", "H", "H", "H", "H", "H", "H", "H", "H", "H", "H", "H", "H", "H", "H", "H", "H", "H", "H", "H", "O", "S", "C", "C", "C", "C", "S", "O", "C", "C", "C", "C", "C", "C", "C", "C", "C", "C", "C", "C", "H", "H", "H", "H", "H", "H", "H", "H", "H", "H", "H", "H", "H", "H", "H", "H", "H", "H"],
  "coordinates": [[-0.0091, -0.0840, 0.2041], [1.6614, 3.4916, 1.9599], [0.7575, 2.5933, 2.8051], [1.5724, 1.3794, 3.2769], [0.3051, 3.3888, 4.0380], [-0.6040, 1.8557, 1.7524], [-1.7677, 1.1592, 3.0271], [-2.1529, -0.1461, 2.5746], [-1.4424, -0.8615, 1.5475], [-2.0354, -2.1717, 1.5677], [-1.6251, -3.2481, 0.7146], [-0.1552, -2.6489, -0.2570], [1.2949, -3.4468, 0.6193], [1.2324, -2.9522, 2.0728], [2.6009, -2.9339, 0.0065], [1.3187, -4.9767, 0.6212], [-0.4888, -3.4531, -1.9039], [-0.9215, -4.9234, -1.8359], [0.7318, -3.3291, -2.8159], [-1.6457, -2.6391, -2.5123], [-3.0372, -2.2267, 2.5251], [-3.8778, -3.2569, 2.9028], [-4.7888, -3.0155, 3.9276], [-4.8474, -1.7807, 4.5586], [-3.9990, -0.7411, 4.1864], [-3.1033, -0.9699, 3.1594], [-1.6305, 3.1648, 0.9136], [-0.8261, 3.7999, -0.2197], [-2.8093, 2.3969, 0.2963], [-2.1706, 4.2755, 1.8189], [2.5996, 3.6574, 2.4911], [1.2077, 4.4654, 1.7845], [1.8984, 3.0453, 0.9921], [2.3973, 1.7260, 3.9015], [1.9819, 0.8210, 2.4340], [0.9730, 0.6895, 3.8735], [1.1925, 3.6894, 4.6009], [-0.3164, 2.8082, 4.7164], [-0.2340, 4.2955, 3.7747], [-2.6272, 1.8205, 3.1796], [-1.2368, 1.0992, 3.9844], [-2.4232, -3.5435, 0.0238], [-1.3501, -4.1458, 1.2846], [1.3057, -1.8632, 2.1398], [2.0746, -3.3829, 2.6176], [0.3154, -3.2498, 2.5790], [2.6038, -1.8482, -0.0813], [2.7954, -3.3620, -0.9752], [3.4296, -3.2207, 0.6583], [0.3925, -5.4188, 0.9859], [2.1192, -5.3092, 1.2847], [1.5327, -5.3837, -0.3665], [-0.2089, -5.5653, -1.3253], [-1.0283, -5.2958, -2.8576], [-1.8916, -5.0402, -1.3537], [1.5111, -4.0421, -2.5480], [1.1609, -2.3244, -2.7863], [0.4346, -3.5404, -3.8452], [-2.3585, -2.2790, -1.7668], [-1.2702, -1.7748, -3.0507], [-2.1993, -3.2578, -3.2204], [-3.8309, -4.2225, 2.4182], [-5.4591, -3.8046, 4.2384], [-5.5599, -1.6222, 5.3559], [-4.0428, 0.2174, 4.6862], [-0.3837, 3.0381, -0.8632], [-0.0425, 4.4579, 0.1477], [-1.5045, 4.4041, -0.8252], [-2.4698, 1.5850, -0.3525], [-3.3993, 3.0880, -0.3094], [-3.4637, 1.9677, 1.0542], [-1.3820, 4.9505, 2.1482], [-2.6895, 3.8947, 2.6985], [-2.8890, 4.8729, 1.2530], [-0.3176, 0.8015, -1.8716], [-0.8339, 0.8216, -3.2923], [0.4793, 1.6014, -4.2917], [1.5141, 2.3358, -3.4469], [2.5378, 1.3721, -2.8501], [3.3988, 2.0388, -1.7735], [3.4626, 1.1477, -0.1927], [2.1273, 0.4571, -0.0753], [4.6633, -0.1357, -0.4717], [4.9148, -0.7543, -1.6899], [5.8282, -1.7946, -1.7445], [6.4767, -2.2169, -0.5923], [6.2251, -1.5977, 0.6217], [5.3185, -0.5504, 0.6842], [-2.1176, 2.0527, -3.3474], [-3.4052, 1.5480, -3.2204], [-4.4822, 2.4204, -3.1808], [-4.2658, 3.7859, -3.2749], [-2.9761, 4.2875, -3.4043], [-1.8952, 3.4233, -3.4341], [-0.0183, 2.2436, -5.0170], [0.9442, 0.7848, -4.8476], [1.0190, 2.8810, -2.6418], [2.0143, 3.0782, -4.0748], [3.1631, 0.9725, -3.6512], [2.0031, 0.5319, -2.3966], [2.9615, 2.9971, -1.4819], [4.4265, 2.2398, -2.0715], [4.4138, -0.4391, -2.5902], [6.0351, -2.2765, -2.6896], [7.1872, -3.0304, -0.6429], [6.7369, -1.9222, 1.5158], [5.1202, -0.0545, 1.6244], [-3.5634, 0.4795, -3.1575], [-5.4849, 2.0322, -3.0856], [-5.1044, 4.4661, -3.2496], [-2.8136, 5.3531, -3.4818], [-0.8949, 3.8222, -3.5235]],
  "forces_ev_per_angstrom": [[0.277, 0.047, -0.301], [-0.021, -0.004, -0.082], [-0.048, 0.017, 0.119], [-0.039, -0.033, 0.003], [0.021, -0.024, -0.076], [0.048, -0.004, 0.002], [0.049, 0.100, 0.177], [0.137, 0.005, -0.158], [-0.302, -0.053, 0.076], [0.109, 0.101, -0.082], [-0.042, -0.162, -0.064], [0.093, 0.183, 0.166], [0.002, -0.086, -0.005], [0.014, 0.048, -0.004], [-0.013, 0.024, 0.015], [0.036, 0.034, -0.004], [-0.022, -0.067, -0.045], [-0.031, -0.019, 0.015], [0.042, -0.042, -0.014], [-0.051, 0.004, -0.004], [-0.045, -0.086, 0.097], [-0.006, 0.032, -0.005], [-0.022, -0.038, 0.003], [-0.006, 0.035, 0.039], [-0.028, 0.004, -0.012], [-0.007, -0.039, 0.130], [-0.083, 0.076, 0.123], [0.014, 0.027, -0.051], [0.025, -0.037, -0.038], [0.031, -0.044, -0.032], [0.062, 0.012, 0.031], [-0.013, 0.039, 0.011], [-0.031, -0.015, 0.007], [0.052, 0.004, 0.038], [0.017, 0.002, -0.036], [-0.025, -0.020, 0.022], [0.020, 0.009, -0.005], [-0.043, -0.064, 0.010], [-0.022, 0.007, -0.023], [0.028, -0.027, -0.039], [-0.079, 0.027, -0.025], [0.055, 0.027, 0.061], [-0.052, 0.070, -0.026], [0.001, -0.013, -0.050], [0.037, -0.014, 0.042], [-0.050, -0.033, 0.037], [-0.029, -0.028, 0.003], [-0.008, -0.003, -0.042], [0.054, -0.013, 0.008], [-0.052, -0.011, 0.017], [0.040, -0.023, 0.036], [0.019, 0.028, 0.004], [-0.019, 0.038, -0.041], [-0.016, -0.013, -0.025], [-0.001, -0.008, 0.027], [0.017, -0.015, 0.008], [0.006, 0.054, 0.015], [-0.005, -0.011, -0.042], [-0.032, -0.034, 0.022], [0.039, 0.092, 0.007], [0.014, -0.014, -0.064], [0.003, -0.056, -0.025], [-0.017, -0.023, 0.011], [-0.025, -0.003, 0.023], [-0.006, 0.032, 0.026], [-0.002, -0.032, -0.020], [0.037, 0.009, 0.005], [-0.003, 0.030, -0.038], [0.020, 0.034, 0.030], [-0.046, 0.031, -0.030], [-0.040, -0.028, 0.039], [0.032, -0.001, 0.009], [0.004, -0.015, 0.017], [-0.031, 0.019, -0.028], [0.034, 0.023, 0.004], [0.015, -0.059, 0.072], [-0.019, 0.045, -0.061], [-0.016, 0.019, -0.017], [0.037, -0.125, 0.125], [-0.043, 0.027, -0.049], [-0.026, -0.040, -0.004], [-0.120, -0.060, -0.049], [0.102, 0.047, 0.074], [0.022, -0.016, 0.047], [-0.047, 0.030, -0.016], [0.042, -0.042, 0.025], [-0.040, 0.044, -0.019], [0.010, 0.002, -0.117], [0.023, 0.093, 0.002], [0.019, 0.028, -0.047], [0.036, 0.001, 0.002], [0.019, 0.006, 0.005], [-0.010, -0.049, 0.009], [-0.029, -0.067, -0.042], [-0.006, 0.005, 0.004], [-0.028, -0.020, 0.035], [-0.015, -0.007, 0.039], [-0.014, -0.015, 0.009], [0.021, 0.022, 0.008], [0.043, 0.077, -0.044], [0.003, -0.010, 0.025], [0.078, -0.049, -0.007], [-0.085, 0.042, -0.079], [0.004, -0.017, -0.031], [0.016, -0.016, -0.010], [0.020, -0.013, 0.040], [-0.024, 0.041, 0.067], [0.000, -0.062, 0.008], [-0.069, -0.020, 0.013], [-0.055, 0.040, -0.010], [0.005, 0.043, 0.004], [0.051, 0.007, -0.011]]
}